Molecular formula: C12H17ClO3Pd
Method: DFT, wB97M-V/def2-TZVPD

Structure (XYZ):
```
34
Properties=species:S:1:pos:R:3:forces:R:3
Cl 3.678 -0.752 -2.824 -0.0272 -0.0248 0.0131
C 2.091 1.725 0.887 1.9219 0.0591 1.0179
C 0.696 2.000 0.903 -0.7147 0.9464 0.7484
C 0.281 2.215 -0.421 -0.0707 0.6499 -1.9965
H 0.062 2.065 1.799 0.4065 -0.0251 -0.4846
C 1.459 2.138 -1.306 -1.2541 1.3074 0.5181
C 2.563 1.791 -0.442 0.6597 0.2608 -0.1279
H 3.574 1.613 -0.839 -0.4770 0.1440 0.5504
H 2.725 1.505 1.779 -0.7061 0.2555 -0.8834
H -0.713 2.467 -0.816 0.4886 0.0404 0.5194
C 1.494 2.410 -2.775 0.0834 -0.6313 1.4699
Pd 0.823 0.081 -0.453 -0.5018 -2.2053 0.2733
C 0.240 -0.740 -2.219 -3.2456 -3.5629 -5.6443
O -0.236 -1.312 -3.128 2.7380 3.2021 4.9818
C 2.140 -1.375 0.263 0.3671 -0.9401 0.1055
O 2.766 -2.225 0.614 0.2783 -0.2252 0.1617
H 0.563 2.107 -3.220 -0.4711 0.0308 -0.3517
H 2.314 1.850 -3.187 0.4169 0.0089 -0.4959
H 1.634 3.471 -2.927 0.1139 0.4492 -0.2265
C -3.393 -0.513 1.082 -0.3835 -0.1336 -0.0555
C -1.953 -0.062 1.088 -0.5556 0.5185 0.7195
O -1.101 -0.864 0.295 0.5552 -0.6034 -0.9293
C -1.181 -2.306 0.563 0.1962 0.1592 0.1107
C -0.850 -2.656 1.983 0.1340 -0.0878 0.8833
H -3.778 -0.573 0.053 0.0658 -0.0004 0.2991
H -3.995 0.227 1.631 0.1999 -0.2841 -0.1667
H -3.518 -1.490 1.572 -0.0727 0.3951 -0.1215
H -1.878 0.935 0.677 -0.0679 0.2740 -0.1578
H -1.554 -0.030 2.099 -0.0018 0.0096 0.2855
H -2.186 -2.621 0.299 -0.0340 -0.0391 -0.1515
H -0.477 -2.772 -0.115 0.0680 -0.0025 -0.2910
H -1.594 -2.258 2.697 0.3669 -0.2257 -0.3105
H -0.847 -3.753 2.094 -0.0320 0.4044 -0.0726
H 0.152 -2.299 2.295 -0.4442 -0.1241 -0.1904
```
Positions in Å, forces in eV/Å.

The net charge is +2. As for the multiplicity: 5. The largest force on an atom is 0.14433 hartree/bohr. The expectation value of S² is 6.016. The value obtained for the total energy is -1280.404333 hartree.

Results of the Löwdin charge analysis, in e, for atoms 1 through 5:
1 Cl 0.23
2 C -0.06
3 C -0.06
4 C -0.10
5 H 0.15

***

Molecular formula: C12H17CoIN2
Method: DFT, wB97M-V/def2-TZVPD

Structure (XYZ):
```
33
Properties=species:S:1:pos:R:3:forces:R:3
C -1.644 -1.456 -2.559 -0.0588 -0.2589 -0.1878
C -0.645 -2.616 -2.646 -0.1838 -0.4794 -0.5221
H -2.540 -1.751 -1.995 0.1966 0.1392 0.0082
H -1.986 -1.211 -3.568 0.0479 0.2076 0.1292
H -1.239 -0.508 -2.126 -0.5374 -0.6423 -0.5778
H -0.384 -3.036 -1.667 0.1025 0.2137 -0.1445
H -1.080 -3.444 -3.224 -0.2194 0.1547 0.2357
H 0.269 -2.363 -3.201 -0.4931 0.0124 0.4538
Co 0.177 0.020 -0.940 0.4741 -1.0200 -0.6968
C 1.588 -0.760 -2.113 0.3756 -0.5101 -0.9975
H 1.639 -1.819 -1.819 0.3320 0.0115 -0.0943
H 2.599 -0.340 -1.984 -0.3695 0.1296 -0.1059
H 1.387 -0.744 -3.206 0.1220 0.0569 0.5690
I 0.262 2.359 -1.475 -0.2414 2.1337 -0.3146
N -1.340 -0.070 0.580 -1.7468 -0.5979 -0.2170
C -0.799 0.407 1.831 -1.0636 0.7335 -0.6049
C -1.520 1.073 2.806 0.7097 -0.5820 -0.1353
C -0.786 1.677 3.860 0.6036 0.1152 0.2959
C 0.602 1.621 3.929 -0.4971 -0.0650 -0.1821
C 1.338 0.969 2.897 -0.6571 -0.2730 -0.1000
C 2.744 0.865 2.820 0.3851 -0.4401 -0.5358
C 3.328 0.212 1.748 0.1557 0.0929 0.4880
C 2.550 -0.274 0.694 -2.1976 0.3892 0.1339
N 1.211 -0.116 0.695 1.9614 -0.3577 2.5923
C 0.598 0.383 1.837 1.5511 0.2219 -0.4385
H -1.573 -1.066 0.568 0.2930 0.0557 0.4155
H -2.227 0.368 0.304 0.5479 0.2410 0.3844
H -2.617 1.097 2.792 0.5584 0.1041 -0.0790
H -1.331 2.216 4.636 0.1464 -0.1849 -0.1764
H 1.154 2.087 4.755 -0.3514 -0.1669 -0.3455
H 3.355 1.271 3.616 0.0161 0.0476 -0.0299
H 4.396 0.061 1.648 -0.0128 0.2014 0.3309
H 2.947 -0.760 -0.198 0.0508 0.3162 0.4489
```
Positions in Å, forces in eV/Å.

The value obtained for the energy relative to the best compared isomer or geometry (same formula, charge and spin) is 0.0 kcal per mole. The net charge is 0. As for the multiplicity: 4. The largest force on an atom is 0.06360 hartree/bohr. The expectation value of S² is 3.762. The value obtained for the total energy is -2257.402499 hartree.

Results of the Löwdin charge analysis, in e, for atoms 1 through 5:
1 C -0.16
2 C -0.19
3 H 0.07
4 H 0.08
5 H -0.01

***

Molecular formula: C12H17FN2S
Method: DFT, wB97M-V/def2-TZVPD

Structure (XYZ):
```
33
Properties=species:S:1:pos:R:3:forces:R:3
C 3.434 1.073 0.871 10.1644 -6.5984 -6.6634
C 2.171 1.199 0.773 -15.3784 1.5241 2.7414
C 1.644 2.749 0.871 1.5554 -3.8104 -4.0049
C 1.478 0.522 2.152 3.0974 -2.9640 2.4378
C 0.035 0.356 2.425 -0.5666 6.5919 -8.7781
N -0.537 -0.152 1.081 1.8444 -5.8611 6.0218
C -0.952 -1.587 1.249 3.5973 5.1352 0.9784
S -0.403 -2.596 2.438 -0.2675 -0.0539 0.7788
N -1.494 -1.990 0.196 -5.3176 -7.5961 -5.4766
C -1.721 -1.423 -1.234 -10.1116 -12.2189 10.4155
C -2.870 -1.938 -1.802 1.0753 2.6754 -5.7837
C -3.232 -1.692 -3.142 3.7111 4.4591 3.7643
C -2.430 -0.553 -3.571 3.6283 -2.8760 -0.3584
F -2.555 -0.393 -4.881 -0.4168 1.5549 -1.4429
C -1.119 -0.188 -3.011 -6.0050 -1.7993 2.9016
C -0.984 -0.588 -1.565 8.8200 11.2864 -11.6025
H 3.895 1.520 1.597 2.6130 2.3934 4.5078
H 3.700 -0.132 0.828 -0.1376 2.9270 0.4582
H 3.916 1.458 -0.105 -0.2040 -0.4215 1.2637
H 1.535 0.621 0.068 1.1616 0.6170 -0.4453
H 2.055 3.318 0.044 -0.0062 0.1238 -0.2517
H 2.045 3.083 1.718 1.0798 1.6841 3.6676
H 0.617 2.696 0.798 -2.1935 0.4294 0.2335
H 1.761 -0.658 2.392 0.2822 2.6123 -1.5218
H 1.990 0.964 3.049 -0.4030 0.1465 -0.6673
H -0.370 0.012 3.228 -1.6371 -3.3466 4.8429
H -0.480 1.369 2.405 0.6947 -0.2934 0.2803
H -1.022 0.447 0.532 -2.1804 1.8982 -1.5424
H -1.861 -3.197 0.318 1.6677 4.9625 -0.5681
H -3.413 -2.647 -1.474 -3.3317 -4.9488 3.7000
H -4.087 -1.942 -3.684 -1.1141 -0.8832 -0.5703
H -0.676 0.664 -3.361 1.6230 1.7025 -1.2372
H -0.073 -0.375 -1.203 2.6552 0.9481 1.9209
```
Positions in Å, forces in eV/Å.

The value obtained for the energy relative to the best compared isomer or geometry (same formula, charge and spin) is 246.1 kcal per mole. The net charge is 0. The largest force on an atom is 0.36899 hartree/bohr. As for the SMILES: CC(C)CCNC(=S)Nc1ccc(F)cc1. The value obtained for the total energy is -1074.654437 hartree.

Results of the Löwdin charge analysis, in e, for atoms 1 through 5:
1 C -0.19
2 C -0.44
3 C 0.00
4 C -0.17
5 C -0.26

***

Molecular formula: C12H17N
Method: DFT, wB97M-V/def2-TZVPD

Structure (XYZ):
```
30
Properties=species:S:1:pos:R:3:forces:R:3
C 2.646 -1.727 -1.041 0.4496 -0.1213 -0.5000
C 0.790 -0.921 0.523 0.4686 0.7320 0.0951
C 1.672 -1.928 0.052 -0.9346 -0.0671 0.4193
C -0.071 -1.486 1.480 0.0667 0.1369 -0.6381
C 1.345 -3.086 0.728 0.9311 -0.0797 -0.6738
C 0.768 0.511 0.325 0.1287 -0.7448 0.0717
C -0.171 1.246 1.060 0.2044 0.0835 -0.8219
C -1.117 0.646 1.868 -0.1691 0.4530 0.1254
C -1.086 -0.759 2.095 0.1637 -0.8263 0.3354
N 0.225 -2.846 1.547 0.1597 -0.3296 0.2107
H 1.475 0.957 -0.366 -0.0553 0.2112 0.1070
H -0.163 2.314 0.853 -0.3094 0.0327 0.3885
H -1.889 1.263 2.316 0.0251 -0.0606 0.1151
H 3.571 -1.251 -0.702 0.0103 0.1614 0.0409
H 2.225 -1.100 -1.835 0.0162 0.0759 0.1242
H 1.785 -4.059 0.547 -0.3946 -0.0641 0.2468
H 0.261 -3.297 2.446 -0.4020 0.0816 0.0594
H -1.818 -1.338 2.645 -0.2063 0.4091 0.2159
H 2.949 -2.658 -1.531 -0.0796 -0.1059 0.1681
C -1.406 2.388 -1.848 0.2237 0.3929 -0.1570
C -0.837 3.774 -1.517 -0.5324 0.4836 -0.4099
C -1.916 2.179 -3.271 -0.3835 -0.1898 0.1471
H -2.211 2.132 -1.162 -0.0029 0.0670 0.1107
H -0.619 1.669 -1.654 -0.0101 -0.3401 0.0886
H -1.214 4.530 -2.214 -0.1504 0.0018 -0.0140
H -1.140 4.108 -0.525 0.1599 -0.0867 0.1031
H -2.309 1.170 -3.278 0.0283 -0.4337 -0.3338
H 0.244 3.846 -1.594 0.1669 -0.2628 0.1068
H -1.154 2.255 -4.045 0.1785 0.0721 0.0116
H -2.774 2.791 -3.573 0.2489 0.3179 0.2575
```
Positions in Å, forces in eV/Å.

The value obtained for the energy relative to the best compared isomer or geometry (same formula, charge and spin) is 5.6 kcal per mole. The net charge is -1. As for the multiplicity: 2. The largest force on an atom is 0.02240 hartree/bohr. The expectation value of S² is 0.771. The value obtained for the total energy is -522.163446 hartree.

Results of the Löwdin charge analysis, in e, for atoms 1 through 5:
1 C -0.09
2 C -0.18
3 C -0.30
4 C -0.27
5 C -0.15